# 1
51
Properties=species:S:1:pos:R:3:forces:R:3:nbo_charge:R:1 method="wB97M-V/def2-TZVPD" total_charge=+1 lumo_energy_ev="-2.5 / -9.3" spin_multiplicity=2
H -3.111 -1.455 1.405 -0.411 -0.166 0.271 0.216
H -2.060 -2.788 1.882 -0.336 -0.331 0.322 0.191
C -3.305 0.712 -1.245 -0.625 0.127 -0.755 -0.648
H 0.801 -1.249 0.333 -0.492 1.884 0.436 0.531
H 3.034 2.883 0.201 0.112 -0.190 0.361 0.493
H -2.258 -0.968 -2.128 1.267 0.585 0.071 0.119
O 2.886 1.185 -2.488 0.615 -0.521 1.138 -0.635
H -4.029 1.476 -1.530 -0.054 0.017 -0.400 0.223
O -4.019 -0.997 -2.849 -0.912 0.362 -0.796 -0.698
H 0.636 2.545 3.362 -0.090 -0.114 -0.442 0.183
H 2.122 2.981 4.949 0.878 0.147 0.518 0.226
H -3.075 -0.575 3.853 0.173 0.173 -0.421 0.185
H 0.326 1.056 -0.439 0.027 0.268 -0.282 0.483
O 1.912 1.385 2.272 0.286 -1.002 -3.653 -0.754
H 0.356 -2.214 -1.826 0.163 0.828 -0.718 0.301
H -0.953 -2.191 -0.611 -0.209 0.854 -0.201 0.256
O 0.935 -2.170 0.101 0.961 -0.807 -0.052 -0.329
H 2.690 0.867 2.490 0.113 -0.173 -0.339 0.480
H 3.871 0.602 -4.911 -0.257 0.075 -0.238 0.224
H 3.304 1.649 4.581 -0.167 -0.038 0.148 0.212
H -4.193 -1.532 -2.071 -0.420 -0.179 -0.120 0.458
H 2.630 1.862 -1.856 0.284 0.394 0.881 0.502
O 2.468 3.093 -0.541 -0.258 -0.159 -0.164 -0.960
C 2.592 2.369 4.179 -1.571 0.174 1.130 -0.641
C 0.047 -2.561 -0.841 -0.641 -2.540 0.274 -0.121
H -0.327 -4.470 0.022 0.337 -0.334 -0.103 0.245
H 2.631 4.020 -0.713 -0.023 0.341 -0.151 0.494
O -3.878 -2.398 3.781 -0.840 -0.782 0.503 -0.702
H 1.556 0.762 -3.860 -0.350 -0.215 -0.604 0.178
H 2.818 1.895 -5.712 0.204 -0.480 -0.300 0.223
C 3.356 1.559 -4.826 -0.935 0.646 0.830 -0.617
H 4.090 2.337 -4.611 0.068 -0.074 0.148 0.218
H 3.103 3.007 3.459 -0.146 0.083 0.105 0.213
C 2.300 1.537 -3.674 0.314 -0.129 -1.618 -0.065
H -3.518 -3.249 4.043 -0.434 -0.239 0.023 0.465
H -2.480 1.279 -0.814 0.225 -0.461 0.115 0.215
H -3.862 0.136 -0.505 0.427 -0.161 0.324 0.201
H 0.831 -4.581 -1.419 0.527 0.197 0.766 0.251
H -2.518 0.437 -3.242 -0.314 -0.465 -0.372 0.185
C -2.348 -1.763 2.119 0.711 0.568 -0.870 -0.640
C -0.022 -4.088 -0.952 -0.312 0.197 -0.626 -0.638
H 0.876 0.865 3.853 0.071 0.216 1.020 0.171
C -2.772 -1.583 3.569 0.495 0.107 -0.305 -0.066
C 1.377 1.753 3.468 0.661 0.843 1.688 -0.070
H -1.988 -1.885 4.263 0.389 0.194 -0.065 0.158
H -1.484 -1.194 1.776 0.289 0.476 0.511 0.193
C -2.945 -0.189 -2.458 0.375 0.171 1.952 -0.050
H -0.775 -4.356 -1.693 -0.519 0.337 0.203 0.246
O 0.063 0.629 0.376 -0.381 -1.106 -0.552 -0.984
H 0.546 1.096 1.058 0.670 0.220 0.595 0.509
H 1.762 2.480 -3.580 0.059 0.185 -0.187 0.170


# 2
19
Properties=species:S:1:pos:R:3:forces:R:3:nbo_charge:R:1 method="wB97M-V/def2-TZVPD" lumo_energy_ev=0.9
H 2.441 -0.467 -1.395 -0.711 -0.281 -0.657 0.356
N 1.767 0.181 -0.998 0.421 0.430 0.689 -0.779
C 0.959 -0.347 -0.176 1.821 0.996 3.761 0.412
C -0.462 1.193 0.179 -1.787 -0.294 -1.626 0.171
H -2.670 -1.195 -0.337 0.134 -0.132 -0.007 0.369
C 0.419 0.618 1.197 0.656 -1.520 -2.743 -0.497
N -2.242 -0.490 0.241 -0.264 -0.516 0.140 -0.821
H -1.803 0.742 -1.395 -0.116 0.076 -0.092 0.184
H 1.175 1.303 1.568 0.036 -0.204 0.114 0.228
H 0.291 -2.038 1.042 0.039 0.152 0.086 0.212
H -0.356 2.505 -1.351 -0.085 0.025 0.073 0.375
H 1.804 -2.281 0.179 0.049 0.099 -0.097 0.236
C 0.821 -1.814 0.121 -0.732 -0.380 -0.517 -0.706
C -1.405 0.402 -0.449 0.076 1.696 0.868 -0.142
N -0.045 2.382 -0.397 0.251 0.070 0.016 -0.778
H -1.842 -0.896 1.072 -0.037 -0.079 -0.018 0.360
H -0.057 -0.025 1.925 0.137 0.121 0.198 0.208
H 0.249 -2.288 -0.678 0.135 -0.178 -0.087 0.230
H 0.958 2.514 -0.348 -0.024 -0.080 -0.102 0.384


# 3
117
Properties=species:S:1:pos:R:3:forces:R:3:lowdin_spin:R:1 method="wB97M-V/def2-TZVPD" total_charge=-2 lumo_energy_ev="3.6 / 2.8" spin_multiplicity=2
C 0.853 3.810 -0.013 -0.088 0.012 0.043 0.010
C 3.083 0.205 -3.607 -0.020 0.012 -0.018 0.006
C 5.401 5.855 -1.242 0.001 0.000 -0.004 0.000
C -2.064 -1.803 -2.110 -0.042 -0.057 0.100 0.001
Sb -1.568 -3.985 1.484 -0.488 -0.073 0.493 0.001
H -1.978 2.952 2.508 -0.001 0.000 0.006 0.000
O -1.597 2.456 -0.378 -0.027 0.010 0.073 0.056
H 2.044 -2.743 -2.314 -0.003 0.005 0.001 0.000
H -4.700 3.290 3.764 -0.006 -0.003 0.001 0.000
H 4.451 5.405 0.627 -0.009 0.006 -0.007 0.000
H -2.657 1.768 3.641 -0.003 -0.006 -0.001 0.000
H -3.897 6.727 -2.564 0.000 -0.004 -0.008 0.000
C -2.572 2.040 2.587 0.010 0.022 -0.001 0.000
H 1.437 7.102 -0.562 -0.001 0.000 -0.002 0.000
H -0.008 3.417 -6.331 -0.002 0.003 0.000 0.000
C 0.518 2.561 -2.585 -0.024 -0.003 0.017 0.043
O -3.931 2.514 0.588 -0.001 0.042 -0.015 0.002
C -3.617 -3.505 -2.213 -0.008 -0.040 -0.101 0.000
H -4.270 0.144 1.711 0.000 -0.002 -0.002 0.000
H -2.819 6.115 -1.279 -0.002 0.008 0.001 0.000
H -4.247 0.233 -0.858 0.004 -0.005 0.012 0.000
N 1.011 -0.360 1.954 0.494 -0.155 -0.031 -0.001
C -0.910 2.685 -4.524 0.005 0.003 -0.001 0.000
H -2.061 1.233 2.061 0.004 -0.007 -0.008 0.000
C 5.091 3.250 -1.881 0.019 -0.034 0.019 0.011
H -5.436 5.041 -3.763 -0.005 -0.001 0.002 0.000
C 3.055 -1.497 -5.301 -0.006 0.006 0.005 0.000
C 5.656 4.177 -2.742 0.011 0.017 -0.008 0.002
H -4.085 4.356 2.474 0.002 0.001 0.006 0.000
H 2.427 -3.446 -4.647 -0.001 0.000 0.000 0.000
H 3.268 1.226 -3.305 0.005 0.014 -0.004 0.005
H -3.997 -4.009 -3.103 0.009 0.048 -0.038 0.000
H -5.949 4.099 -0.812 0.004 -0.002 0.009 0.000
H 2.206 3.782 -5.270 -0.001 0.000 0.001 0.000
H 7.368 -2.167 1.225 0.001 0.000 0.000 0.000
P 0.787 2.170 -0.810 0.184 0.081 -0.262 0.245
H -4.970 0.769 3.210 0.003 0.001 0.003 0.000
H -3.693 0.791 -2.450 -0.018 0.005 -0.003 0.000
H 6.000 3.866 -3.724 -0.002 -0.001 -0.001 0.000
H 5.068 -0.815 -2.115 -0.001 -0.003 0.000 0.000
Ir 0.413 -0.982 0.049 -0.358 0.004 0.299 0.009
H -5.761 1.118 1.659 0.001 -0.002 0.002 0.000
O 1.288 0.868 1.945 -0.096 -0.026 0.049 -0.001
C 1.263 -0.981 3.108 -0.394 0.231 0.024 0.006
C 1.565 3.068 -3.355 -0.014 0.050 0.008 0.011
H -5.964 5.791 -1.362 -0.002 -0.003 -0.002 0.000
H -3.694 -4.168 -1.348 -0.019 0.018 0.001 0.000
C -4.855 4.228 -3.321 -0.006 0.015 0.002 0.000
O -2.566 4.684 0.551 -0.001 0.009 0.005 0.000
N 5.821 5.467 -2.445 -0.001 -0.017 0.004 0.004
P -2.755 3.376 -0.126 -0.037 -0.062 -0.071 0.003
H 3.244 -1.198 1.739 0.008 0.004 0.001 0.000
H -4.888 5.288 -0.037 -0.003 0.004 0.003 0.000
C 1.163 4.980 -0.694 0.008 -0.003 -0.009 0.002
C 5.309 -1.711 1.626 0.008 0.005 0.001 0.001
S -1.739 -1.585 0.970 0.137 0.010 -0.012 0.007
H 2.531 3.231 -2.891 0.015 -0.005 -0.004 0.001
C 0.546 3.873 1.345 0.012 0.003 0.002 0.001
H 0.329 5.115 3.068 -0.003 -0.002 0.001 0.000
C -5.332 4.983 -0.984 0.003 0.008 -0.007 0.000
C -4.320 -2.166 -1.944 -0.033 0.015 -0.014 0.000
C 4.810 5.009 -0.315 -0.015 -0.005 0.014 0.005
C 0.906 6.247 1.335 0.003 -0.006 0.009 0.001
C -3.967 2.260 2.010 0.004 -0.025 0.001 0.000
C 4.005 -0.927 -0.250 -0.019 -0.005 0.029 -0.001
C 3.288 -0.183 -4.926 0.003 0.000 -0.007 0.001
H -5.665 3.562 2.298 0.003 0.007 -0.008 0.000
C 0.140 3.182 -5.283 0.002 -0.003 0.012 0.004
C 0.577 5.081 2.015 0.006 0.002 -0.007 0.000
C -4.795 0.991 2.155 0.007 -0.001 0.002 0.000
C 1.380 3.382 -4.693 0.004 -0.004 -0.008 0.001
C 5.129 -1.057 -1.062 0.019 0.050 0.013 -0.001
H -1.449 -3.710 -2.201 0.026 0.011 0.059 0.000
C 4.646 3.665 -0.629 -0.070 0.022 0.001 0.024
S 1.253 -3.096 0.348 0.291 0.146 -0.318 0.009
C -0.727 2.381 -3.182 -0.025 -0.044 0.000 0.005
S -0.489 -1.062 -2.144 0.132 0.018 -0.086 0.011
C -4.238 4.667 -1.999 -0.014 -0.019 0.009 0.000
C 2.398 -2.028 -3.048 0.020 -0.018 0.014 0.001
C 1.832 -0.188 4.156 -0.156 0.099 0.067 0.001
C -3.319 5.866 -2.214 -0.007 0.002 -0.002 0.000
H -5.511 3.369 -3.164 0.005 -0.004 -0.002 0.000
C -3.434 0.182 -1.580 0.002 0.008 0.049 0.000
N 0.830 -3.364 3.938 -0.116 0.061 0.095 0.002
C 0.938 -2.315 3.475 0.298 -0.203 -0.237 0.001
C 2.461 1.514 -0.739 -0.153 0.063 0.166 0.403
N -2.227 -3.092 -2.409 0.026 0.005 -0.011 0.000
H -2.546 0.588 -1.103 0.023 0.013 -0.028 0.000
C 6.334 -1.496 -0.532 -0.002 0.004 -0.003 0.001
H -5.050 -1.902 -2.714 -0.012 -0.001 0.007 0.000
H 7.200 -1.587 -1.176 0.001 0.003 -0.001 0.000
C 1.195 6.195 -0.019 -0.001 0.006 -0.001 0.000
P 2.424 -0.270 -0.901 -0.038 -0.221 -0.113 0.050
N -3.223 -1.199 -1.951 -0.004 0.022 -0.028 0.000
H 0.288 2.963 1.869 -0.004 0.000 0.007 0.001
Te 3.723 2.316 0.724 0.225 0.062 -0.071 0.032
C 2.629 -0.705 -2.666 0.046 -0.048 0.043 0.011
H 3.210 -1.804 -6.329 0.003 0.001 0.001 0.000
S -0.038 -4.478 -0.464 0.071 -0.070 -0.152 0.002
H 5.527 6.908 -1.011 0.001 -0.001 0.005 0.000
H 5.365 -1.970 2.676 -0.003 -0.004 0.000 0.000
H -2.564 5.621 -2.964 0.011 -0.004 0.008 0.000
H -4.066 3.940 -4.018 -0.001 0.001 -0.002 0.000
H -1.548 2.019 -2.583 0.007 0.002 -0.006 0.000
H 1.373 4.960 -1.755 -0.002 0.009 0.009 0.000
H 0.919 7.196 1.857 -0.005 0.001 0.000 0.000
C 6.428 -1.821 0.813 0.000 0.006 0.002 -0.001
S -3.702 -4.739 1.000 0.058 0.000 -0.061 0.002
C 4.109 -1.267 1.096 -0.032 -0.055 -0.021 0.000
H -1.882 2.531 -4.975 -0.002 -0.001 0.002 0.000
H 5.004 2.211 -2.179 -0.003 0.011 -0.007 0.002
C 2.616 -2.420 -4.358 0.002 0.010 -0.002 0.001
H 3.623 0.544 -5.655 -0.002 0.002 0.001 0.000
C -4.649 3.446 2.683 -0.003 -0.005 -0.004 0.000
O -3.457 3.537 -1.584 0.043 0.014 0.000 0.001
N 2.279 0.408 5.034 0.091 -0.051 -0.024 0.003
H -4.807 -2.154 -0.966 0.038 -0.019 0.026 0.000


For the records above, the corresponding DFT total energy values read -927.6287 -361.2765 -6077.4039 Ha.
For the records above, the corresponding energy relative to the best compared isomer or geometry (same formula, charge and spin) values read 0.0 70.9 0.0 kcal per mole.